Version P
7
Properties=species:S:1:pos:R:3:lowdin_charge:R:1 method="wB97M-V/def2-TZVPD" e_homo_ev=-4.34 total_charge=-1 spin_multiplicity=1 gap_ha=0.302
N 1.05493 0.68198 -0.36013 -0.31
N 2.18984 1.06632 -0.00620 -0.04
O -2.04691 -0.64704 -1.41051 -0.51
O 0.45697 -0.32713 0.23440 -0.38
O -2.47114 -1.11311 0.93935 -0.51
S -1.85246 -0.18736 -0.02336 0.80
H 2.66876 0.52635 0.62644 -0.05

---

Version Q
7
Properties=species:S:1:pos:R:3:lowdin_charge:R:1 method="wB97M-V/def2-TZVPD" e_homo_ev="-3.41 / -3.53" total_charge=-1 spin_multiplicity=1 gap_ha="0.234 / 0.239"
N 0.22120 -1.77643 -0.81025 0.21
N 0.64736 -1.40170 0.15919 -0.36
O 1.21755 -1.10861 1.11026 0.07
O 1.17928 1.92427 -0.92004 -0.79
O -1.73115 -0.02596 0.63508 -0.56
S 0.02843 2.11634 0.11465 0.62
H -1.56268 0.27208 -0.28887 -0.19

---

version P has the most favorable energy; the next structure is 261.7 kJ/mol above.

---

Version P
20
Properties=species:S:1:pos:R:3:lowdin_charge:R:1 method="wB97M-V/def2-TZVPD" e_homo_ev=-7.85 spin_multiplicity=1 gap_ha=0.279
C 0.20672 -0.26640 -1.46645 -0.34
C -0.14599 0.83253 -2.09320 -0.16
C -0.25561 1.98501 -1.48474 -0.07
C 0.21010 1.97002 -0.09442 -0.02
C 0.28918 0.79413 0.61944 -0.24
C 0.25308 0.63765 2.10365 -0.01
C 0.03114 -0.55067 2.90646 -0.03
C 0.11695 -1.65905 1.95956 -0.11
C 0.32704 -1.58221 0.61565 -0.05
C 0.35106 -0.35394 -0.06876 -0.21
H 0.38136 -1.37288 -3.13695 0.06
H -1.35969 -1.64367 -1.76423 0.28
H -0.48610 0.81459 -3.15231 0.13
H -0.64188 2.85485 -2.09996 0.13
H -0.21841 2.88199 0.40397 0.12
H 0.52835 1.77954 2.51178 0.15
H -0.20662 -0.45592 3.95211 0.09
H 0.16895 -2.55212 2.53353 0.08
H 0.34087 -2.54626 -0.09654 0.15
N 0.10950 -1.56718 -2.14859 0.04

---

Version Q
20
Properties=species:S:1:pos:R:3:lowdin_charge:R:1 method="wB97M-V/def2-TZVPD" smiles=Nc1ccc2ccccc2c1 e_homo_ev=-7.78 spin_multiplicity=1 gap_ha=0.314
C -1.55303 -0.42044 1.28284 -0.39
C -1.80648 -1.02582 0.04385 -0.06
C -1.12892 -0.75187 -1.10244 -0.06
C 0.05126 -0.06427 -0.96811 -0.16
C 0.99740 0.04774 -2.09354 -0.03
C 2.28660 0.37473 -1.90102 -0.10
C 2.54061 1.08426 -0.70397 -0.11
C 1.66935 1.02630 0.33760 -0.07
C 0.39147 0.38448 0.35624 -0.17
C -0.40520 0.32987 1.54454 0.03
H -2.07513 -0.37719 3.10605 0.06
H -3.08273 -1.60390 2.28543 0.19
H -2.83496 -1.33014 -0.29171 0.13
H -1.68855 -0.98089 -1.97347 0.11
H 0.72238 -0.59732 -2.82439 0.07
H 3.19715 0.40450 -2.56215 0.12
H 3.51250 1.69125 -0.55907 0.13
H 1.89402 1.40164 1.32508 0.10
H -0.18990 1.01556 2.46435 0.15
N -2.49785 -0.60849 2.23389 0.06

---

version Q has the most favorable energy; the next structure is 337.8 kJ/mol above.

---

Version P
19
Properties=species:S:1:pos:R:3:lowdin_charge:R:1 method="wB97M-V/def2-TZVPD" smiles="CC1(C)OCOC1=O.O" e_homo_ev=-10.26 spin_multiplicity=1 gap_ha=0.394
C 0.22936 1.39999 0.15236 0.01
C 0.68971 0.10913 -0.52778 -0.49
C 1.79456 0.35308 -1.54040 0.01
O 1.13597 -0.84334 0.43485 -0.03
C 0.04377 -1.61798 0.81659 -0.18
O -0.79035 -1.69752 -0.34205 0.06
C -0.51593 -0.60524 -1.14682 -0.39
O -1.03280 -0.44024 -2.21665 0.15
H -0.55988 1.20174 0.88829 0.07
H 1.08224 1.86986 0.65823 0.10
H -0.16900 2.09495 -0.59810 0.10
H 2.65476 0.81752 -1.04049 0.10
H 2.10982 -0.58909 -2.00602 0.10
H 1.43799 1.03667 -2.32084 0.10
H 0.37962 -2.62660 1.08023 0.15
H -0.54761 -1.14966 1.61924 0.12
O -2.76826 0.34977 1.67713 -0.07
H -2.73410 -0.58254 2.03508 0.07
H -2.43988 0.91949 2.37713 0.03

---

Version Q
19
Properties=species:S:1:pos:R:3:lowdin_charge:R:1 method="wB97M-V/def2-TZVPD" smiles="C[C@@H](C=O)C(O)(O)CO" e_homo_ev=-9.20 spin_multiplicity=1 gap_ha=0.357
C 0.35337 -0.55553 0.53401 -0.53
C 0.76171 0.66769 -0.18400 -0.22
C -0.83374 -1.34978 -0.51148 -0.09
C 0.07757 1.22058 -1.41661 -0.08
C 0.68187 1.95296 0.96874 -0.15
O -0.24436 -0.45672 1.78140 0.03
O 1.43869 -1.41547 0.66995 0.03
O -1.63902 -2.16210 0.36887 -0.10
O 1.63051 2.60284 1.35890 0.04
H -1.00724 -1.08140 1.75933 0.11
H 1.82050 -1.25309 1.54817 0.12
H -2.41193 -2.44284 -0.14742 0.10
H 1.83718 0.63854 -0.38381 0.14
H -0.35298 2.31915 1.17107 0.12
H -1.56485 -0.79169 -1.10057 0.10
H -0.30603 -2.02730 -1.18697 0.11
H 0.11989 0.51701 -2.25241 0.09
H 0.59747 2.11602 -1.77222 0.09
H -0.95864 1.50115 -1.20497 0.08

---

version P has the most favorable energy; the next structure is 196.2 kJ/mol above.